[1]
The following is a DFT calculation (the ωB97M-V functional and the def2-TZVPD basis) of a molecular structure, C4H8O.

The geometry in ORCA input format:
```
! RIJCOSX wB97M-V def2-TZVPD def2/J DEFGRID3
* xyz 0 1
C 0.948 -0.515 1.321
C 0.412 0.683 0.581
O 0.428 0.623 -0.846
C -0.975 0.776 0.118
C -0.779 -0.448 -1.467
H 0.765 -0.400 2.395
H 2.027 -0.622 1.165
H 0.450 -1.430 0.991
H 0.894 1.627 0.845
H -1.246 1.827 -0.064
H -0.854 -1.369 -0.898
H -1.764 -0.116 -1.796
H -0.140 -0.585 -2.347
*
```

Summary:
HOMO-LUMO gap: 0.331 hartree

Now the Mulliken charges, all in e: -1.094, 0.311, -0.315, -0.499, -0.586, 0.319, 0.310, 0.203, 0.347, 0.186, 0.298, 0.274, 0.245


[2]
The following is a DFT calculation (the ωB97M-V functional and the def2-TZVPD basis) of a single C5H4N2 molecule.

The geometry in ORCA input format:
```
! RIJCOSX wB97M-V def2-TZVPD def2/J DEFGRID3
* xyz 0 1
H -2.783 -1.077 0.102
N -2.059 -0.369 0.035
C -0.886 -0.867 0.032
C 0.288 0.030 -0.110
C -0.142 1.269 -0.326
N -0.849 2.222 -0.557
C 1.655 -0.352 0.035
C 2.814 -0.663 0.156
H -0.654 -1.928 0.138
H -1.247 2.650 0.282
H 3.846 -0.926 0.243
*
```

Summary:
HOMO-LUMO gap: 0.345 hartree
SMILES string: [H]/N=C/C(=C=N)C#C

Now the Mulliken charges, all in e: 0.235, -0.612, -0.052, -0.342, 0.527, -0.487, -0.684, 0.270, 0.429, 0.296, 0.421


Asked for ΔE to the lowest compared entry with this formula, charge and spin across the records above, the calculation gives 5.945 3.315 eV in order.